C14H46Cl2N5O10 | ωB97M-V/def2-TZVPD

Cartesian coordinates (Å):
N -0.226311 -1.347257 -0.068525
H 0.449579 -0.863697 -0.642495
H -0.388591 -2.326947 -0.252845
H -1.123491 -0.889977 -0.146375
H 0.051059 -1.253197 0.898075
N -3.644351 -4.128667 -0.594665
H -2.638111 -4.177427 -0.666835
H -3.984331 -4.716507 -1.342295
H -3.916781 -3.173257 -0.776535
H -3.965171 -4.485417 0.294105
N 0.212809 -3.487837 -3.238685
H -0.270121 -3.974127 -3.980565
H 0.433329 -2.529327 -3.468305
H 1.009269 -4.081457 -3.056015
H -0.244581 -3.550517 -2.340375
O 1.749899 -5.569137 -2.032895
C 1.192669 -5.578087 -0.717415
C -0.344891 -5.222937 -0.383025
O -0.911381 -3.923367 -0.766285
H 1.794249 -4.915057 -0.095645
H 1.441319 -6.539517 -0.268065
H -0.458121 -5.357687 0.692675
H -0.920991 -6.072457 -0.749795
Cl 2.598519 -0.829887 -2.552455
O 1.190059 -0.612777 -2.492065
O 3.279369 0.414453 -2.817795
O 3.126579 -1.351217 -1.299385
O 2.914699 -1.818347 -3.548635
Cl -3.802431 -0.361587 -0.638915
O -2.601581 0.351713 -0.367345
O -4.133961 -1.070237 0.551145
O -4.851681 0.526773 -0.996155
O -3.627011 -1.306837 -1.716415
C -1.809851 -0.367397 3.427045
C -0.659221 0.492193 2.833135
N 0.478789 -0.280157 2.308715
C 1.508319 0.690443 1.815645
C 2.235049 1.522873 2.905955
C 1.017309 -1.305137 3.222795
C 1.989479 -2.283217 2.540195
H -2.624631 0.236453 3.826555
H -1.403051 -0.831407 4.325545
H -2.108461 -1.222007 2.819955
H -1.102701 1.015713 1.986175
H -0.415451 1.246063 3.581715
H 2.211259 0.165733 1.168605
H 1.054249 1.396943 1.120815
H 3.004769 2.183343 2.506685
H 1.597459 2.152713 3.526335
H 2.784179 0.905403 3.616785
H 0.227679 -1.964217 3.583605
H 1.469809 -0.919237 4.136265
H 2.336949 -3.078497 3.199655
H 2.896419 -1.799457 2.177515
H 1.493229 -2.803357 1.720875
C -2.131221 5.665003 -1.181125
C -0.684001 5.621223 -1.722555
N 0.163939 4.867963 -0.736805
C -0.191141 3.471053 -0.565515
C 0.109479 2.587273 -1.794655
C 1.617619 5.160103 -0.982175
C 2.528979 4.637943 0.117055
H -2.787711 6.193883 -1.872065
H -2.196211 6.223753 -0.247485
H -2.565101 4.674233 -1.046175
H -0.547451 5.231693 -2.731385
H -0.357501 6.657613 -1.808505
H 0.344329 3.082123 0.300565
H -1.234411 3.390513 -0.260235
H -0.510871 2.867583 -2.645945
H 1.144909 2.678963 -2.122635
H -0.165611 1.569433 -1.518205
H 1.786639 6.221113 -1.166005
H 1.890949 4.708543 -1.935845
H 2.504579 3.548743 0.082995
H 2.144489 5.045893 1.051855
H 3.564249 4.963403 0.015065

Cartesian forces, eV/Å:
N -0.5 0.5 0.0
H 0.4 -0.3 -0.8
H 0.1 -1.9 -1.0
H -0.5 0.6 -0.2
H 0.3 0.6 1.0
N -1.6 -0.7 -0.3
H 3.3 0.4 0.1
H -0.4 -0.2 -0.2
H -0.2 1.0 0.1
H -0.1 0.2 0.2
N 0.0 0.3 -1.4
H -0.5 0.2 0.0
H 0.4 0.3 -0.1
H 2.1 -1.2 0.8
H -1.4 -0.3 1.7
O -2.1 0.7 1.0
C 0.7 0.9 -1.6
C 0.8 0.4 -0.5
O 0.1 -1.5 0.0
H 0.1 0.8 0.4
H -0.7 -0.7 0.4
H 0.3 0.2 0.6
H -0.5 -0.1 -0.8
Cl 4.2 -0.7 0.7
O -2.0 0.1 0.2
O -0.6 0.0 -0.3
O -1.2 0.4 0.2
O -0.7 0.3 -0.7
Cl -1.2 0.2 -0.3
O 1.4 0.8 -0.3
O -0.5 -1.3 1.1
O -0.3 0.6 -0.1
O 0.5 -0.7 -0.3
C 1.5 -0.3 0.9
C -1.6 -0.7 -0.3
N 0.6 0.8 0.9
C 0.2 0.1 0.4
C 0.3 -0.4 0.2
C 0.3 -0.9 0.0
C 0.1 0.3 -0.2
H -0.2 0.0 -0.7
H 0.0 -0.1 0.3
H -0.4 0.5 -0.4
H 0.2 0.2 -0.2
H 0.4 0.0 0.1
H 0.3 -0.2 0.3
H -0.5 -0.1 0.1
H -0.2 0.0 -0.5
H -0.3 0.0 -0.3
H -0.1 -0.3 0.0
H -0.4 0.4 -0.2
H 0.2 0.5 0.1
H -0.2 0.1 0.4
H -0.1 0.1 -0.2
H 0.1 0.1 -0.2
C 0.1 0.0 -0.9
C -0.1 -0.6 1.6
N 0.6 2.3 -0.2
C 0.5 -0.2 -0.7
C -0.6 0.3 0.6
C -0.8 -0.8 -0.5
C -0.5 0.2 -0.2
H 0.0 0.0 -0.2
H 0.3 -0.2 0.1
H 0.1 0.1 0.0
H -0.5 -0.4 -0.2
H 0.4 0.0 0.4
H 0.2 0.1 0.0
H 0.0 0.1 -0.2
H -0.1 0.0 0.0
H 0.0 -0.4 0.2
H 0.3 -0.2 -0.3
H -0.5 0.2 0.4
H 0.3 -0.3 -0.3
H 0.1 0.0 0.4
H 0.1 -0.4 0.3
H 0.0 0.0 -0.2

Summary:
Net charge ... -1
LUMO energy ... 1.852 eV
Energy above the lowest of the compared OMol25 structures with the same formula, charge and spin ... 41.3 kcal per mole
Gap between HOMO and LUMO ... 5.365 eV
HOMO energy ... -3.51 eV
Multiplicity ... 1